148
Properties=species:S:1:pos:R:3:forces:R:3 method="wB97M-V/def2-TZVPD" smiles="CCOC(C)=O.CCOC(C)=O.CCOC(C)=O.CCOC(C)=O.CCOC(C)=O.CCOC(C)=O.CCOC(C)=O.CCOC(C)=O.CN(C)C=O.CN(C)C=O.CN(C)C=O" charge=0 lumo_ha=0.0132 de_lowest_kcal_mol=19.6 e_tot_ev=-87269.248 molar_mass_g_mol=924.1 max_force_ev_per_a=3.0 e_homo_ev=-9.105
C 1.47519 8.54695 0.30952 -1.1104 1.0949 0.6140
C 0.68655 7.30194 0.01518 0.5201 -0.4094 -0.6082
O 0.12834 7.46447 -1.31601 -0.0899 0.0304 0.0474
C -0.18095 6.35354 -1.99794 0.3061 -0.4211 -0.1912
C -0.47461 6.60296 -3.46474 0.2680 -0.5955 -0.1198
O -0.15756 5.23394 -1.52799 -0.0798 0.8034 -0.0364
H 0.87578 9.40249 -0.02804 0.2820 -0.0886 -0.4023
H 2.46508 8.58907 -0.12248 0.1337 -0.0773 -0.0681
H 1.48517 8.76218 1.38297 0.5119 -0.4909 0.0078
H 1.33563 6.42504 -0.04214 -0.2080 -0.0634 0.3280
H -0.10246 7.14425 0.74686 -0.1328 -0.1004 -0.1308
H -1.49511 6.28132 -3.67597 0.0182 0.1089 -0.0195
H 0.18716 5.91881 -4.00732 -0.1668 0.0212 0.1052
H -0.26154 7.57996 -3.88357 -0.2046 0.3198 0.5170
C 4.06602 3.21620 -1.63625 -0.0100 -0.3178 -0.4315
C 5.50882 3.63994 -1.88098 -0.6079 0.3373 -0.2126
O 5.70317 5.03674 -1.57165 0.3174 -0.7143 0.9123
C 5.39384 5.90193 -2.51663 0.2174 0.8506 0.8972
C 5.55710 7.32387 -2.08897 0.3483 0.3783 0.3780
O 5.02791 5.60218 -3.60281 -0.6674 -0.5791 -1.7987
H 3.36559 3.52261 -2.41834 0.3692 0.1484 -0.1958
H 3.64010 3.62173 -0.71734 0.3599 -0.3290 0.2610
H 4.08684 2.11774 -1.66117 -0.3337 0.1952 0.3886
H 6.18930 3.10478 -1.22796 0.0613 0.0228 0.0529
H 5.76430 3.47291 -2.92806 0.1355 -0.0421 0.1202
H 6.29390 7.76221 -2.76025 -0.2315 0.2499 -0.1238
H 5.92042 7.46726 -1.07382 -0.0054 -0.3174 0.0510
H 4.59698 7.82738 -2.16925 0.0275 0.1168 -0.2860
C -5.40183 -5.98471 2.52640 0.4905 1.3573 -0.2003
C -3.97482 -5.43321 2.51854 0.4478 -0.3862 -0.3831
O -3.72973 -4.92462 1.18670 -0.8478 -0.2268 -0.3382
C -2.48361 -4.82708 0.74366 0.1279 -0.5751 -0.9033
C -2.37211 -4.64346 -0.74803 -1.2609 0.6119 -0.0059
O -1.51455 -4.91799 1.43689 0.7144 -0.0360 0.9922
H -6.06793 -5.11505 2.55725 -0.2147 -0.3792 0.2238
H -5.54681 -6.64616 3.37190 -0.1850 -0.0234 0.0875
H -5.59974 -6.48404 1.58183 0.0974 -0.2995 0.0680
H -3.77102 -4.60002 3.18372 -0.3114 -0.1047 0.4227
H -3.24867 -6.22514 2.73171 0.0039 0.1816 -0.0883
H -2.23337 -3.56446 -0.88599 0.4600 -0.1996 -0.2925
H -3.30087 -4.88753 -1.26876 -0.0359 -0.0217 0.2269
H -1.59314 -5.25728 -1.17714 0.4738 0.2307 0.1643
C -4.49297 -0.72686 0.32088 -0.4796 2.0338 0.5378
C -4.27107 -0.21416 -1.09601 1.3397 -2.5786 -0.3418
O -5.31833 -0.77776 -1.92327 -0.6972 0.5209 -0.4406
C -5.22051 -0.72885 -3.27157 2.2746 -0.3349 -0.9803
C -6.35720 -1.47716 -3.95895 -0.1123 0.7357 0.8140
O -4.21525 -0.33691 -3.86692 -2.0081 -0.2208 1.1815
H -5.52703 -0.50561 0.60897 0.1234 -0.4720 0.2192
H -3.86872 -0.12668 0.99552 -0.1825 0.1675 -0.1351
H -4.17659 -1.73720 0.55093 -0.3614 -0.3958 -0.6199
H -4.13036 0.84272 -1.27560 -0.3633 -0.0196 0.2403
H -3.34166 -0.74026 -1.36682 -0.0281 0.6879 -0.5643
H -6.70483 -2.18940 -3.20899 -0.1329 -0.2956 -0.5068
H -6.00866 -1.88851 -4.89617 0.2564 -0.3744 0.1102
H -7.20200 -0.84050 -4.23294 0.1213 0.2208 0.3063
C 0.68027 2.52326 -0.24269 -0.4632 -0.1243 0.5569
C 0.93702 1.03874 -0.07622 0.9007 0.6404 -0.2479
O 0.19113 0.52321 1.02239 -0.0721 0.6847 0.3759
C -0.74414 -0.40419 0.81282 1.1761 0.1057 1.9777
C -1.32676 -0.88422 2.10215 -2.2772 -0.3344 -0.2593
O -0.95154 -0.88793 -0.24064 -0.9028 -0.9186 -2.1917
H -0.34649 2.67286 -0.57669 0.1864 0.2498 -0.1962
H 1.38977 2.97723 -0.92532 -0.1014 -0.0463 -0.3020
H 0.78433 3.06095 0.70561 0.0249 -0.1557 0.0138
H 0.72793 0.52130 -1.00883 -0.1462 -0.2181 0.1907
H 1.98667 0.88957 0.18704 -0.0071 -0.2157 -0.0322
H -0.89435 -1.81652 2.44953 0.7272 0.2862 0.1428
H -2.34931 -1.21492 1.87778 0.2264 -0.1109 -0.3194
H -1.57278 -0.14738 2.86242 0.9570 0.1780 0.2119
C 2.76842 -2.31700 -0.67307 0.0215 -0.0165 -0.3603
C 3.15783 -3.62206 -1.31180 -0.3308 0.8405 -1.3257
O 3.76177 -4.46546 -0.36614 -1.4705 -1.3446 0.2212
C 5.06097 -4.33090 -0.20104 -0.5655 -0.7611 1.3460
C 5.54474 -5.26510 0.84717 1.1098 -0.9544 -0.4523
O 5.68973 -3.53529 -0.79456 2.0792 1.7538 -1.3041
H 1.94308 -2.54200 -0.00086 -0.0336 0.4504 0.2857
H 2.42273 -1.64663 -1.45867 -0.1250 0.1078 0.0942
H 3.62189 -1.86806 -0.17229 -0.0905 0.1488 0.2133
H 2.25256 -4.06214 -1.72326 0.0934 -0.5982 0.2442
H 3.83903 -3.48350 -2.15054 0.0644 0.1049 0.0475
H 6.31591 -5.90599 0.39539 -0.3563 -0.0691 -0.1871
H 4.71479 -5.88465 1.16248 0.1535 -0.0098 0.5330
H 6.14171 -4.78613 1.61938 -0.5818 0.3328 0.2878
C 0.22751 -1.25584 -3.39175 1.7389 0.8138 -1.3095
C -0.95070 -2.12167 -3.71550 -0.6258 0.4104 0.6728
O -0.81993 -2.90684 -4.90733 -0.0122 0.6252 -0.4258
C -0.03679 -3.97573 -4.78773 -0.4460 0.0072 -0.5775
C -0.23054 -4.88473 -5.95236 -1.0254 -0.3482 -0.3832
O 0.61885 -4.20507 -3.81592 0.7285 -0.4574 0.7645
H 0.31608 -0.38375 -4.05684 -0.6259 -0.1455 -0.1184
H 1.17637 -1.75543 -3.62491 -0.1674 -0.2888 0.6530
H 0.24664 -0.79458 -2.41046 -0.3294 -0.6064 0.2654
H -1.16215 -2.84620 -2.93354 0.0103 0.2004 0.3595
H -1.80414 -1.46003 -3.85632 -0.2213 -0.3060 -0.1484
H -0.24251 -4.38642 -6.91947 0.4569 0.1821 0.0711
H -1.27796 -5.21292 -5.86713 0.2189 -0.1604 0.0953
H 0.39903 -5.76256 -5.93150 0.2875 0.0608 0.0207
C -3.21809 3.04534 -0.79725 0.3889 0.4630 -1.1048
C -3.52707 3.26570 -2.27903 -1.5081 -1.1679 -0.3745
O -2.40548 3.41863 -3.12952 0.7442 1.0957 0.0277
C -1.56542 2.40672 -3.42692 0.4854 -0.8288 -0.3086
C -0.20534 2.90939 -3.95107 -1.4402 -0.1476 0.2688
O -1.80889 1.23451 -3.27642 -0.1456 0.6928 0.3452
H -2.38324 2.34598 -0.72529 -0.3296 -0.2239 0.2867
H -4.13673 2.67350 -0.35374 0.1488 -0.0606 0.4159
H -2.91448 3.98671 -0.34252 -0.0161 -0.0262 0.1449
H -4.15553 2.46100 -2.69896 0.4656 -0.2695 0.3462
H -4.21380 4.10840 -2.41232 0.7263 0.4180 -0.0637
H 0.49430 2.59542 -3.17626 0.2060 0.4776 -0.0818
H -0.30391 3.97851 -4.10496 0.5355 -0.0496 0.2268
H 0.07305 2.42542 -4.88100 -0.1647 -0.2226 -0.0598
C 0.75748 1.96246 4.10511 -0.3547 1.1250 -0.9722
N 2.05511 1.44643 3.78215 -0.1423 0.0736 0.7819
C 3.12510 2.39378 3.83376 0.9142 1.5569 -0.0375
C 2.20581 0.22822 3.23232 -1.0367 1.0388 0.0313
O 3.26056 -0.18544 2.86988 2.1289 -1.2415 -0.7488
H 0.44177 2.65204 3.30357 -0.1033 -0.1097 0.0577
H 0.79209 2.59397 4.99084 -0.0474 -0.4071 0.3694
H -0.00028 1.19149 4.14664 0.0254 -0.2498 0.2946
H 3.11534 3.10069 2.98290 -0.2381 -0.3295 -0.0029
H 3.06747 3.05168 4.71187 -0.4035 -0.3424 0.0320
H 4.14581 2.02106 3.86574 -0.3048 -0.8025 -0.1265
H 1.26911 -0.28904 3.04535 -0.4005 -0.3533 0.3708
C 3.37065 -3.41618 2.65885 0.5586 0.2167 0.2053
N 2.05245 -3.39403 3.28158 0.3818 -0.3031 1.0563
C 1.14741 -4.42844 2.79754 0.1564 0.1095 -0.5145
C 1.98434 -3.01127 4.59257 -1.3372 -0.6877 0.3077
O 1.03402 -3.26740 5.35135 1.3086 0.5497 -1.0394
H 3.29065 -3.29039 1.57930 -0.0807 -0.0791 0.3537
H 3.93398 -4.33902 2.87785 -0.4776 -0.0135 -0.1111
H 3.99485 -2.60739 3.04632 -0.3107 0.1284 -0.0738
H 1.54853 -5.43492 2.97554 0.0850 0.1418 -0.0025
H 0.15963 -4.39044 3.23477 -0.0044 0.2998 0.1884
H 1.05902 -4.26812 1.72350 -0.1651 -0.2630 -0.0121
H 2.87227 -2.44311 4.91797 -0.1890 0.0497 -0.0131
C -1.35330 -1.22753 6.34464 -0.3444 0.3300 -2.1583
N -2.50637 -1.27510 5.38985 1.1420 0.6537 1.7357
C -2.62843 -2.41141 4.53202 -0.4321 -0.1952 0.3673
C -3.26165 -0.16564 5.25236 -0.0731 -0.8401 -0.5529
O -4.19218 -0.06815 4.47148 -0.0282 0.3698 0.0040
H -1.61883 -0.67039 7.23138 0.0150 -0.1656 0.2956
H -0.57098 -0.70575 5.77714 0.2769 -0.0252 0.5739
H -0.98008 -2.23317 6.49341 -0.1277 -0.0689 0.4343
H -2.91580 -3.28719 5.11936 -0.3205 -0.0249 -0.1033
H -3.39717 -2.10268 3.82991 -0.0270 -0.5895 -0.3771
H -1.68110 -2.68170 4.07522 0.0863 0.1792 -0.1962
H -2.92088 0.64504 5.90786 -0.1490 0.1898 0.1591